Record 1
DFT (ωB97M-V/def2-TZVPD) results for an isolated molecule of C6H6 at a distorted geometry.

Last column: Mulliken charge in e.
Positions of all 12 atoms, in Å:
C (-2.519, 0.815, 0.244)  -1.2675
C (-1.224, 0.194, -0.023)  0.7275
C (-0.180, -0.345, -0.281)  -0.1649
C (1.104, -0.986, -0.530)  -0.4886
C (2.215, -0.016, -0.576)  -0.3469
C (3.071, 0.302, 0.204)  -0.2058
H (-2.402, 1.806, 0.696)  0.2975
H (-3.085, 0.929, -0.688)  0.2801
H (-3.109, 0.197, 0.930)  0.2895
H (1.096, -1.647, -1.390)  0.2992
H (1.359, -1.598, 0.344)  0.2303
H (3.674, 0.349, 1.071)  0.3495

Force components x, y, z for each atom (eV/Å):
C -0.12 0.05 0.03
C 0.27 -0.22 -0.16
C -0.69 0.20 -0.05
C -0.33 -0.28 -0.25
C 0.37 -0.44 1.21
C 0.17 0.25 -0.17
H 0.01 -0.17 -0.08
H 0.08 -0.01 0.18
H 0.09 0.12 -0.12
H -0.26 0.01 -0.23
H -0.29 -0.13 -0.30
H 0.69 0.63 -0.05

Output
F_max (Eh/bohr): 0.0261
HOMO-LUMO gap (eV): 10.16
SMILES string: C#CCC#CC
LUMO (eV): 0.72
2S+1: 1

---

Record 2
DFT (ωB97M-V/def2-TZVPD) results for a cluster of 3 separate species, C6H14O2 in total at a distorted geometry.

Last column: Mulliken charge in e.
Positions of all 22 atoms, in Å:
C (2.630, -1.709, -0.926)  -1.0913
C (1.215, -1.796, -0.475)  0.8693
C (0.265, -2.076, -1.310)  -1.1095
C (0.930, -1.399, 0.968)  -0.8369
C (0.542, 0.089, 1.112)  -0.0056
C (1.114, 1.116, 0.455)  -0.7580
H (3.112, -0.782, -0.572)  0.3127
H (2.561, -1.859, -2.041)  0.2955
H (3.198, -2.563, -0.473)  0.2846
H (0.423, -2.274, -2.379)  0.2256
H (-0.729, -2.204, -1.048)  0.3344
H (0.041, -1.942, 1.285)  0.3733
H (1.749, -1.610, 1.614)  0.3371
H (-0.137, 0.174, 1.943)  0.3380
H (1.949, 0.971, -0.310)  0.0813
H (0.896, 2.125, 0.573)  0.3514
H (-4.331, 2.194, 2.811)  0.3207
H (-4.523, 1.783, 1.322)  0.3154
O (-4.866, 1.660, 2.167)  -0.6384
H (-1.912, 3.138, -2.298)  0.3212
H (-1.675, 3.566, -0.928)  0.3169
O (-2.451, 3.401, -1.490)  -0.6379

Force components x, y, z for each atom (eV/Å):
C 0.25 -0.98 -0.53
C 1.19 1.04 1.65
C -0.10 -0.76 -2.23
C -1.40 0.75 -1.48
C 1.64 -0.06 -0.42
C 1.11 -2.50 -0.83
H -0.07 -0.34 -0.56
H 0.88 0.48 1.08
H -0.27 0.66 -0.44
H 0.33 0.12 0.44
H -1.85 0.00 0.83
H 0.14 -0.26 0.27
H 0.68 -0.32 0.62
H -0.43 0.80 -0.03
H -1.41 -0.14 1.03
H -0.70 1.54 0.61
H -0.73 -0.78 -1.27
H 1.12 0.53 -2.18
O -0.38 0.26 3.42
H -1.52 0.31 1.00
H -0.59 0.14 0.44
O 2.11 -0.47 -1.41

Output
F_max (Eh/bohr): 0.0670
HOMO-LUMO gap (eV): 9.84
SMILES string: C=CCC(=C)C.O.O
LUMO (eV): 0.50
2S+1: 1

---

Record 3
DFT (ωB97M-V/def2-TZVPD) results for a structure of composition C3H5I at a distorted geometry.

Last column: Mulliken charge in e.
Positions of all 9 atoms, in Å:
C (0.335, 0.481, -0.545)  -0.2871
C (0.766, -0.804, 0.104)  -0.5558
C (-0.716, 0.525, 0.521)  -0.5712
I (-2.668, -0.076, 0.025)  0.0489
H (1.089, 1.250, -0.419)  0.2166
H (-0.223, 0.483, -1.552)  0.2641
H (0.412, -1.779, -0.257)  0.2328
H (1.748, -1.042, 0.616)  0.2318
H (-0.743, 0.962, 1.508)  0.4201

Force components x, y, z for each atom (eV/Å):
C -0.73 0.21 -0.79
C -1.33 0.07 0.17
C 1.45 -2.73 0.04
I 0.37 -0.06 0.03
H -0.06 0.31 -0.41
H 1.59 -0.17 1.23
H -0.65 0.77 0.01
H -1.37 1.48 -0.10
H 0.73 0.12 -0.19

Output
F_max (Eh/bohr): 0.0601
HOMO-LUMO gap (eV): 8.60
LUMO (eV): 0.40
2S+1: 1

---

Record 4
DFT (ωB97M-V/def2-TZVPD) results for a cluster of 2 separate species, C6H12O2 in total at a distorted geometry.

Last column: Mulliken charge in e.
Positions of all 20 atoms, in Å:
O (0.721, 2.001, 7.864)  -0.5299
C (0.671, 2.483, 6.763)  0.7016
C (1.684, 2.085, 5.694)  -0.9893
C (-0.468, 3.413, 6.421)  -0.9090
H (2.318, 2.934, 5.385)  0.2889
H (1.305, 1.582, 4.789)  0.2978
H (2.305, 1.371, 6.261)  0.3047
H (-0.749, 4.049, 7.277)  0.2954
H (-1.368, 2.882, 6.067)  0.2501
H (-0.098, 4.060, 5.608)  0.2898
O (0.051, -6.157, -1.121)  -0.5585
C (-0.408, -5.546, -0.138)  0.6920
C (-0.838, -6.220, 1.215)  -0.9557
C (-0.369, -4.041, -0.110)  -0.8727
H (-0.646, -5.484, 2.013)  0.3133
H (-0.256, -7.132, 1.431)  0.3060
H (-1.911, -6.477, 1.223)  0.2510
H (-0.796, -3.683, 0.842)  0.2855
H (-0.944, -3.598, -0.942)  0.2883
H (0.675, -3.694, -0.181)  0.2509

Force components x, y, z for each atom (eV/Å):
O 0.45 -0.17 0.40
C -1.08 -0.32 -0.42
C 0.73 -0.37 0.70
C 0.30 0.97 -0.63
H -0.36 -0.21 0.09
H -0.25 0.40 0.46
H 0.07 0.21 -0.60
H 0.17 -0.46 -0.27
H 0.48 0.01 0.13
H -0.51 -0.04 0.15
O -1.49 1.07 2.48
C 1.58 -1.66 -1.15
C 0.39 0.27 -0.65
C -0.53 0.61 0.33
H -0.19 -0.41 -0.23
H -0.26 0.36 -0.37
H 0.38 0.17 -0.12
H 0.19 0.09 -0.48
H 0.32 -0.27 0.23
H -0.39 -0.22 -0.05

Output
F_max (Eh/bohr): 0.0599
HOMO-LUMO gap (eV): 10.57
SMILES string: CC(C)=O.CC(C)=O
LUMO (eV): 0.83
2S+1: 1

---

Record 5
DFT (ωB97M-V/def2-TZVPD) results for an isolated molecule of C3H11N2O2P at a distorted geometry.

Last column: Mulliken charge in e.
Positions of all 19 atoms, in Å:
C (1.627, -0.020, -1.364)  -1.0633
C (1.542, 0.548, 1.155)  -1.0889
C (-2.312, 0.879, -0.932)  -0.6388
N (-0.674, -1.262, 1.854)  -0.5983
N (1.039, -0.345, 0.007)  0.1116
O (-0.974, -1.741, -0.789)  -0.7333
O (-1.488, 0.556, 0.161)  -0.2614
P (-0.521, -0.724, 0.163)  0.7394
H (2.738, -0.180, -1.268)  0.3821
H (1.334, -0.754, -2.095)  0.3182
H (1.228, 0.903, -1.645)  0.4243
H (2.142, 1.214, 0.515)  0.4405
H (0.662, 1.093, 1.510)  0.3717
H (1.997, -0.184, 1.822)  0.2951
H (-1.793, 1.712, -1.478)  0.2510
H (-3.257, 1.452, -0.449)  0.1842
H (-2.657, -0.074, -1.472)  0.3325
H (-0.069, -0.830, 2.465)  0.2701
H (-0.565, -2.244, 1.840)  0.2633

Force components x, y, z for each atom (eV/Å):
C 0.64 -2.38 2.27
C -0.85 -0.98 -3.14
C -2.41 1.49 0.45
N -1.59 1.01 -3.94
N 1.16 0.92 -0.41
O -0.12 -0.21 -0.32
O 0.98 -0.24 0.89
P -1.69 -1.89 1.90
H -1.07 0.96 -0.15
H -0.50 -0.40 -0.02
H 0.23 1.82 -0.74
H 0.54 0.13 1.52
H 0.52 0.10 0.58
H 0.41 0.98 0.38
H -0.55 -1.25 -0.33
H 1.90 -1.58 -1.16
H 0.72 1.72 0.41
H 1.48 0.94 1.69
H 0.19 -1.16 0.12

Output
F_max (Eh/bohr): 0.0850
HOMO-LUMO gap (eV): 10.29
SMILES string: CO[P@@](N)(=O)N(C)C
LUMO (eV): 0.79
2S+1: 1

---

Record 6
DFT (ωB97M-V/def2-TZVPD) results for a structure of composition C13H21F5HgNO7PS2 at a distorted geometry.

Last column: Mulliken charge in e.
Positions of all 51 atoms, in Å:
C (2.811, 2.096, 2.306)  -0.8409
C (3.595, 1.046, 1.491)  -0.1403
O (3.991, 1.455, 0.193)  -0.3914
C (2.958, 1.784, -0.679)  -1.2390
C (1.893, 0.689, -0.874)  -0.5214
C (2.485, -0.572, -1.574)  0.0679
O (3.559, -0.988, -1.527)  -0.4342
N (1.392, -1.142, -2.257)  -0.1808
C (0.147, -0.482, -1.952)  0.0158
C (-0.632, -1.199, -0.830)  -1.2065
O (-0.462, -2.606, -0.895)  -0.2939
C (-0.723, -3.266, 0.321)  -0.7090
O (-2.091, -3.646, 0.433)  -0.4121
C (-2.928, -2.662, 1.098)  -0.2827
C (-3.794, -3.285, 2.217)  -0.3553
O (-5.106, -2.769, 2.203)  -0.4977
C (0.612, 1.010, -1.702)  0.5011
P (1.099, 1.523, -3.454)  0.1586
S (1.902, 3.305, -3.575)  -0.0178
S (-0.594, 2.171, -1.047)  1.7193
O (0.000, 3.462, -1.003)  -0.6196
O (-1.685, 2.175, -1.954)  -0.7014
C (-1.169, 1.762, 0.665)  0.4328
F (-2.172, 0.909, 0.546)  -0.2693
F (-0.227, 1.256, 1.428)  -0.1859
C (-1.762, 3.007, 1.421)  0.6115
F (-2.095, 2.519, 2.603)  -0.2300
F (-0.883, 3.920, 1.618)  -0.1646
F (-2.838, 3.427, 0.867)  -0.2008
H (3.467, 2.692, 2.935)  0.3862
H (2.160, 2.741, 1.714)  0.1882
H (2.166, 1.548, 2.999)  0.2557
H (3.075, 0.077, 1.493)  0.1794
H (4.523, 0.858, 2.029)  0.4354
H (3.434, 1.940, -1.651)  0.4209
H (2.512, 2.760, -0.427)  0.5174
H (1.504, 0.232, 0.044)  0.3680
H (1.389, -2.143, -2.414)  0.3493
H (-0.475, -0.445, -2.857)  0.5723
H (-0.399, -0.772, 0.151)  0.3900
H (-1.698, -0.986, -0.983)  0.5374
H (-0.149, -4.199, 0.264)  0.7452
H (-0.363, -2.701, 1.181)  0.3919
H (-3.621, -2.251, 0.356)  0.3177
H (-2.354, -1.843, 1.533)  0.2543
H (-3.852, -4.373, 2.152)  0.3116
H (-3.341, -3.022, 3.182)  0.2771
H (-5.113, -1.869, 1.854)  0.2950
H (-0.086, 1.408, -4.216)  0.2286
H (2.013, 0.584, -3.989)  0.2455
Hg (-2.077, -5.133, -1.438)  0.7207

Force components x, y, z for each atom (eV/Å):
C -0.33 -0.62 0.20
C 0.39 0.38 0.89
O -0.52 -0.26 0.07
C 0.25 0.15 -0.43
C 0.15 0.02 -0.04
C -3.89 1.41 -0.07
O 3.35 -1.22 0.20
N 0.25 0.06 0.20
C -0.50 0.00 -0.84
C -1.33 0.89 -0.20
O 0.54 0.35 0.43
C 0.48 -0.74 -0.43
O 0.94 0.75 0.82
C -1.51 -0.28 0.13
C 0.21 0.56 0.34
O 0.00 -0.14 -0.46
C 1.30 -2.36 0.42
P -0.64 1.12 -0.17
S 0.12 0.25 0.02
S -0.01 2.21 -1.81
O 1.59 0.23 1.20
O -1.31 -1.81 -0.23
C -0.75 1.05 -0.08
F -0.59 -1.01 -0.13
F 1.10 -0.64 0.25
C 0.33 -1.42 0.72
F -0.25 -0.70 1.07
F 1.27 1.50 -0.24
F -1.28 0.94 -1.44
H 0.10 0.21 -0.30
H 0.14 0.02 -0.05
H -0.01 0.11 -0.03
H -0.13 0.13 -0.40
H 0.09 -0.07 -0.23
H 0.14 0.02 0.13
H -0.26 -0.19 0.09
H 0.30 0.58 0.36
H 0.07 0.11 -0.11
H -0.16 -0.44 0.17
H 0.42 -0.50 0.03
H 0.11 0.12 0.02
H -0.12 0.05 0.03
H -0.37 0.16 0.03
H 0.19 -0.01 -0.08
H 0.44 -0.17 -0.34
H 0.03 0.06 -0.17
H 0.12 -0.29 -0.07
H -0.09 -0.04 0.26
H 0.19 -0.23 0.23
H -0.24 -0.13 0.38
Hg -0.31 -0.13 -0.31

Output
F_max (Eh/bohr): 0.0804
HOMO-LUMO gap (eV): 1.72
LUMO (eV): -12.75
Net charge: +2
2S+1: 1

---

In the order shown, the computed HOMO energy values come out to -9.44 -9.34 -8.20 -9.73 -9.50 -14.46 eV.
In the order shown, the computed E_tot values come out to -232.0565 -387.4084 -414.8829 -386.2691 -722.2786 -2878.9484 Ha.